(1)
The following is a quantum chemistry calculation of C24H19N2O7S8Ti as an isolated structure, from the Open Molecules 2025 dataset.

Values from the calculation:
Spin multiplicity ... 2
Total charge ... -2
Energy relative to the best compared isomer or geometry (same formula, charge and spin) ... 6.7 kJ/mol
Frontier orbital gap (spin up / spin down) ... 5.45 / 5.47 eV
E_LUMO (spin up / spin down) ... 3.934 / 3.934 eV

```
61
Properties=species:S:1:pos:R:3:forces:R:3:lowdin_spin:R:1
Ti -1.415 0.017 0.507 -0.324 0.252 -0.514 0.948
O -1.346 6.337 3.453 -0.211 -0.033 0.184 0.000
C -1.484 5.206 3.033 0.437 0.104 -0.369 0.000
S -0.591 3.814 3.637 -0.092 -0.035 0.091 0.000
C -1.225 2.622 2.509 0.019 -0.025 0.016 0.007
C -2.086 3.063 1.576 -0.021 0.007 -0.031 0.003
S -2.860 2.112 0.343 0.029 -0.095 0.030 0.006
S -2.458 4.785 1.628 -0.112 -0.023 0.078 -0.001
S -0.636 0.979 2.645 0.045 -0.016 0.053 0.001
O -3.609 -3.061 -0.127 0.013 0.002 -0.058 -0.001
S -3.484 -1.620 -0.289 0.155 -0.271 0.119 0.002
O -4.669 -0.972 -0.794 -0.017 0.054 0.015 0.000
O -2.248 -1.258 -1.079 0.029 0.196 0.121 0.026
O -3.072 -1.018 1.085 0.303 -0.029 0.105 -0.004
C -1.812 -2.237 4.904 0.050 0.025 0.010 0.000
C -1.098 -3.108 3.894 -0.112 -0.222 0.140 0.000
O -0.141 -3.820 4.188 0.010 0.115 -0.058 0.000
N -1.611 -3.049 2.651 -0.132 0.175 -0.091 0.001
C -0.904 -3.566 1.499 -0.012 0.017 -0.062 0.000
C 0.416 -2.866 1.310 -0.039 0.096 -0.032 0.003
C 1.611 -3.550 1.494 0.000 -0.017 -0.020 0.000
C 2.809 -2.877 1.358 0.011 0.008 0.017 0.003
C 2.778 -1.526 1.061 0.014 0.027 0.063 -0.001
C 1.550 -0.913 0.898 0.004 -0.035 0.114 0.003
N 0.383 -1.563 0.998 0.038 -0.036 0.141 0.007
H -1.640 -1.187 4.654 -0.001 0.009 -0.004 0.000
H -1.423 -2.448 5.896 -0.013 -0.017 -0.006 0.000
H -2.889 -2.412 4.875 0.006 0.002 -0.004 0.000
H -2.369 -2.403 2.448 0.066 0.070 -0.095 0.000
H -1.536 -3.384 0.632 -0.099 -0.076 -0.036 0.000
H -0.746 -4.642 1.594 0.039 0.042 0.060 0.000
H 1.574 -4.591 1.783 -0.001 -0.007 -0.005 0.000
H 3.751 -3.392 1.504 0.001 -0.004 -0.005 0.000
H 3.682 -0.944 0.948 -0.015 -0.008 0.008 0.000
H 1.484 0.139 0.662 0.007 -0.021 0.099 0.000
O -0.183 0.725 -0.762 -0.004 -0.316 0.283 -0.005
C 0.553 0.991 -1.887 -0.149 0.091 -0.113 -0.001
C -0.342 0.992 -3.124 -0.019 -0.008 0.018 0.000
C -1.679 1.226 -3.145 0.003 -0.022 0.033 0.000
C -2.214 1.224 -4.463 0.022 0.036 -0.017 0.000
C -1.270 1.002 -5.416 -0.043 -0.061 -0.005 0.000
S 0.275 0.750 -4.717 0.049 0.060 -0.002 0.000
C 1.165 2.379 -1.719 -0.040 0.026 -0.013 0.000
C 1.835 3.176 -2.601 0.022 -0.017 0.002 0.000
C 2.263 4.397 -2.011 0.046 -0.026 0.015 0.000
C 1.903 4.485 -0.698 -0.075 0.052 -0.030 0.000
S 1.014 3.120 -0.183 0.095 -0.058 0.043 0.000
C 1.663 -0.047 -2.047 0.070 0.008 0.053 0.000
C 3.017 0.124 -2.027 0.002 0.008 -0.087 0.000
C 3.733 -1.099 -2.145 -0.025 -0.007 -0.059 0.000
C 2.899 -2.171 -2.245 0.031 -0.001 0.015 0.000
S 1.256 -1.712 -2.177 -0.054 0.001 -0.212 0.000
H -2.252 1.382 -2.242 0.001 -0.004 -0.020 0.000
H -3.263 1.369 -4.681 0.001 0.007 0.003 0.000
H -1.403 0.931 -6.484 -0.002 -0.007 0.000 0.000
H 2.008 2.900 -3.633 0.004 0.008 0.004 0.000
H 2.801 5.172 -2.541 0.006 -0.003 0.001 0.000
H 2.076 5.305 -0.019 -0.015 0.007 -0.003 0.000
H 3.477 1.097 -1.930 -0.001 0.002 0.002 0.000
H 4.812 -1.173 -2.148 0.006 -0.002 -0.003 0.000
H 3.169 -3.212 -2.332 -0.005 -0.002 0.018 0.000
```
Positions in Å, forces in eV/Å.

***

(2)
The following is a quantum chemistry calculation of C22H32CeN5 as an isolated structure, from the Open Molecules 2025 dataset.

Values from the calculation:
Spin multiplicity ... 1
Total charge ... +1
Frontier orbital gap (spin up / spin down) ... 5.70 / 5.70 eV
E_LUMO (spin up / spin down) ... -4.168 / -4.168 eV

```
60
Properties=species:S:1:pos:R:3:forces:R:3:lowdin_charge:R:1
C 1.315 -2.340 0.499 -0.188 0.169 -1.148 -0.306
C 2.245 -1.574 -0.285 -1.056 -0.562 -0.338 -0.302
C 1.686 -1.404 -1.592 -0.510 -0.527 0.820 -0.280
C 0.397 -2.030 -1.617 1.011 -0.073 0.994 -0.277
C 0.168 -2.620 -0.324 1.046 0.475 -0.253 -0.294
Ce 0.145 -0.031 0.127 -1.291 0.382 -1.920 1.186
C -2.007 1.758 -0.412 -3.591 -2.558 3.314 -0.389
C -1.974 1.231 0.945 -0.762 1.397 -1.849 -0.252
H -1.864 1.956 1.769 0.317 -0.252 -0.457 0.133
C -2.069 -0.144 1.240 0.688 -1.277 0.301 -0.176
H -2.667 -0.850 0.643 0.197 0.467 0.294 0.075
H -1.780 -0.506 2.244 -0.721 0.315 -0.419 0.067
C -2.474 3.179 -0.589 0.388 0.434 -0.266 -0.041
H -1.950 3.865 0.087 -0.161 -0.109 -0.140 0.095
H -2.302 3.500 -1.621 0.029 0.121 0.140 0.097
H -3.551 3.277 -0.391 0.213 -0.315 0.008 0.108
C -2.598 0.761 -1.414 0.054 -0.078 -0.291 -0.041
H -1.981 -0.152 -1.545 -0.264 0.238 0.038 0.061
H -3.597 0.400 -1.095 0.418 0.312 0.025 0.116
H -2.702 1.212 -2.412 0.169 -0.147 0.307 0.106
C 3.557 -1.029 0.167 0.360 0.235 0.140 -0.017
H 3.607 -0.956 1.262 0.064 -0.058 -0.235 0.079
H 4.389 -1.670 -0.162 -0.180 0.191 0.103 0.104
H 3.740 -0.022 -0.243 0.012 -0.273 0.063 0.093
C 2.361 -0.712 -2.721 0.351 0.257 -0.342 -0.018
H 2.435 0.372 -2.557 0.055 -0.224 -0.106 0.083
H 3.383 -1.091 -2.855 -0.214 0.025 -0.008 0.099
H 1.816 -0.864 -3.657 0.120 0.058 0.138 0.089
C -0.500 -2.111 -2.800 -0.266 -0.026 -0.517 -0.016
H -0.701 -1.124 -3.237 0.012 -0.253 0.086 0.065
H -0.042 -2.719 -3.595 -0.148 0.094 0.225 0.106
H -1.460 -2.567 -2.540 0.138 0.055 -0.104 0.087
C -1.016 -3.432 0.073 -0.354 -0.322 0.081 -0.025
H -1.928 -3.096 -0.437 0.148 -0.105 0.150 0.081
H -0.872 -4.493 -0.186 -0.041 0.253 0.072 0.104
H -1.195 -3.383 1.154 -0.032 -0.028 -0.212 0.083
C 1.521 -2.797 1.902 0.085 -0.161 0.435 -0.028
H 0.565 -2.938 2.424 0.208 -0.017 -0.065 0.083
H 2.058 -3.758 1.929 -0.156 0.238 0.032 0.105
H 2.116 -2.075 2.478 -0.083 -0.222 -0.089 0.069
C 0.054 1.454 -1.715 -0.825 -0.978 -0.708 -0.286
C 0.021 2.552 -0.901 5.175 0.859 0.134 -0.244
C 0.095 1.599 -3.098 0.095 0.988 -0.725 -0.091
C 0.635 3.759 -1.389 -0.891 -0.252 0.630 -0.050
H 0.145 2.276 0.191 -0.330 1.548 -0.973 0.059
C 0.495 2.840 -3.622 -0.324 -0.463 -0.025 -0.053
H -0.167 0.777 -3.783 0.420 0.398 0.355 0.104
C 0.821 3.901 -2.754 -0.127 -0.139 -0.176 -0.079
H 0.905 4.559 -0.690 -0.249 -0.163 -0.352 0.107
H 0.573 2.975 -4.708 0.040 -0.027 0.499 0.113
H 1.207 4.829 -3.177 -0.062 -0.226 0.210 0.109
N 2.608 3.084 2.927 0.063 0.475 -0.698 0.150
N 1.522 2.242 3.002 1.222 -3.369 0.199 -0.183
N 1.373 1.561 4.181 -0.959 0.840 -1.581 0.172
C 0.756 0.460 3.786 0.138 0.026 -0.207 -0.119
N 0.644 0.358 2.444 1.557 2.330 1.085 -0.050
N 1.229 1.487 1.930 -0.871 -0.525 3.013 0.053
H 2.516 3.699 2.126 -0.050 0.143 0.156 0.116
H 2.739 3.560 3.802 -0.186 0.244 0.275 0.114
H 0.399 -0.303 4.468 0.100 0.163 -0.121 0.142
```
Positions in Å, forces in eV/Å.

***

Table of molar mass (g/mol), in record order: 751.8, 506.6
Table of largest force on an atom (Eh/bohr), in record order: 0.0128, 0.1073